# C51H112F3N6O3S

A 7-piece molecular cluster, C51H112F3N6O3S overall in a non-equilibrium geometry (ωB97M-V/def2-TZVPD, OMol25).

The value obtained for the molar mass is 946.56 g/mol. For the max |F|, the calculation gives 3.7 eV/Å. The highest occupied orbital energy comes out at -19.4 eV. The calculation puts the total energy at -88725.879 eV. The total charge is +5.

Geometry (Å):
C1 -6.692 -3.436 -8.278
C2 -7.032 -3.406 -6.804
C3 -6.067 -2.584 -6.043
C4 -6.379 -2.474 -4.518
N1 -5.396 -1.619 -3.695
C5 -5.530 -0.192 -4.168
C6 -5.343 0.731 -2.928
C7 -5.152 -0.224 -1.722
C8 -5.803 -1.532 -2.243
C9 -3.902 -2.148 -3.780
H1 -5.661 -3.780 -8.357
H2 -6.763 -2.511 -8.850
H3 -7.437 -4.065 -8.765
H4 -7.052 -4.472 -6.581
H5 -8.021 -2.963 -6.685
H6 -5.977 -1.602 -6.508
H7 -5.088 -3.042 -6.179
H8 -6.172 -3.425 -4.026
H9 -7.449 -2.305 -4.394
H10 -4.710 0.014 -4.856
H11 -6.503 -0.018 -4.628
H12 -4.595 1.521 -2.862
H13 -6.317 1.219 -2.880
H14 -4.073 -0.326 -1.608
H15 -5.563 0.171 -0.793
H16 -5.434 -2.486 -1.869
H17 -6.883 -1.384 -2.265
H18 -3.277 -1.378 -3.328
H19 -3.635 -2.279 -4.829
H20 -3.790 -3.068 -3.206
C10 6.174 3.737 -3.049
C11 6.389 3.193 -1.629
C12 5.143 2.358 -1.156
C13 5.290 2.061 0.386
N2 4.096 1.419 1.105
C14 4.408 1.104 2.577
C15 3.612 -0.161 3.009
C16 3.551 -1.026 1.776
C17 3.801 -0.039 0.566
C18 2.828 2.405 1.013
H21 6.049 3.000 -3.842
H22 7.071 4.254 -3.388
H23 5.444 4.540 -3.152
H24 6.642 3.990 -0.930
H25 7.321 2.661 -1.819
H26 5.042 1.424 -1.710
H27 4.232 2.934 -1.316
H28 5.507 2.998 0.899
H29 6.175 1.434 0.496
H30 4.294 1.952 3.253
H31 5.480 0.949 2.696
H32 2.635 0.198 3.332
H33 4.090 -0.758 3.786
H34 2.588 -1.527 1.675
H35 4.361 -1.755 1.816
H36 2.953 0.033 -0.115
H37 4.648 -0.295 -0.069
H38 3.209 3.381 1.314
H39 2.114 1.977 1.716
H40 2.437 2.407 -0.005
C19 1.898 -5.456 3.134
C20 1.442 -3.954 3.183
C21 0.405 -4.002 4.363
N3 -0.367 -2.678 4.609
C22 0.658 -1.525 4.759
C23 -1.372 -2.883 5.831
C24 -2.551 -1.962 5.579
C25 -2.396 -1.514 4.117
C26 -1.371 -2.401 3.480
H41 2.546 -5.728 3.967
H42 2.574 -5.625 2.296
H43 1.073 -6.153 2.987
H44 1.001 -3.726 2.213
H45 2.277 -3.265 3.306
H46 0.910 -4.273 5.290
H47 -0.384 -4.750 4.284
H48 0.169 -0.598 5.060
H49 1.122 -1.358 3.788
H50 1.406 -1.816 5.497
H51 -0.702 -2.762 6.682
H52 -1.694 -3.924 5.874
H53 -2.358 -1.102 6.220
H54 -3.514 -2.348 5.914
H55 -2.049 -0.481 4.084
H56 -3.368 -1.604 3.632
H57 -0.860 -2.164 2.547
H58 -1.879 -3.364 3.426
C27 2.263 -0.057 -3.655
C28 2.012 1.471 -3.869
C29 0.421 1.734 -3.725
N4 0.067 3.266 -3.547
C30 0.675 4.109 -4.732
C31 -1.521 3.445 -3.578
C32 -1.912 4.265 -2.348
C33 -0.721 3.996 -1.365
C34 0.501 3.778 -2.171
H59 1.634 -0.561 -4.388
H60 2.257 -0.435 -2.633
H61 3.254 -0.364 -3.989
H62 2.606 1.856 -4.698
H63 2.416 2.025 -3.021
H64 -0.084 1.193 -2.925
H65 -0.036 1.412 -4.661
H66 0.086 5.020 -4.636
H67 0.429 3.510 -5.609
H68 1.734 4.320 -4.583
H69 -1.926 3.786 -4.530
H70 -1.908 2.431 -3.476
H71 -1.943 5.336 -2.550
H72 -2.811 3.948 -1.820
H73 -0.634 4.795 -0.629
H74 -0.862 3.085 -0.783
H75 1.098 4.681 -2.299
H76 1.150 3.108 -1.606
C35 3.164 6.919 5.950
C36 1.825 6.365 5.536
C37 1.460 5.194 6.417
N5 0.233 4.367 5.936
C38 -0.952 5.385 5.933
C39 -0.137 3.168 6.754
C40 -0.678 2.133 5.816
C41 -0.410 2.485 4.381
C42 0.497 3.757 4.477
H77 3.540 7.747 5.349
H78 3.837 6.065 5.876
H79 3.192 7.135 7.017
H80 2.032 5.977 4.538
H81 0.992 7.067 5.518
H82 1.241 5.437 7.457
H83 2.301 4.505 6.493
H84 -0.986 5.893 6.897
H85 -1.857 4.811 5.732
H86 -0.822 6.053 5.082
H87 -0.790 3.446 7.582
H88 0.795 2.789 7.172
H89 -1.758 2.095 5.957
H90 -0.161 1.218 6.103
H91 -1.354 2.770 3.916
H92 0.016 1.619 3.875
H93 0.340 4.551 3.748
H94 1.508 3.349 4.466
C43 3.921 -4.004 -0.991
C44 2.502 -4.045 -0.529
C45 1.503 -3.558 -1.606
N6 0.178 -4.404 -1.848
C46 -0.479 -4.864 -0.516
C47 0.428 -5.617 -2.715
C48 0.556 -4.974 -4.162
C49 -0.273 -3.654 -4.192
C50 -0.735 -3.518 -2.725
H95 3.962 -4.640 -1.876
H96 4.645 -4.429 -0.296
H97 4.226 -2.971 -1.156
H98 2.326 -3.522 0.411
H99 2.324 -5.108 -0.367
H100 2.070 -3.628 -2.534
H101 1.132 -2.535 -1.540
H102 -0.767 -3.977 0.049
H103 0.277 -5.424 0.033
H104 -1.465 -5.308 -0.655
H105 -0.403 -6.310 -2.582
H106 1.381 -6.091 -2.477
H107 0.143 -5.696 -4.866
H108 1.604 -4.822 -4.420
H109 -1.077 -3.689 -4.927
H110 0.296 -2.775 -4.493
H111 -1.742 -3.930 -2.665
H112 -0.807 -2.492 -2.364
C51 -2.044 0.977 0.240
F1 -2.972 0.233 0.854
F2 -2.360 1.214 -0.965
F3 -1.918 2.145 0.883
S1 -0.359 0.013 0.269
O1 -0.494 -1.364 -0.258
O2 0.582 0.821 -0.547
O3 0.019 0.120 1.671